Entry 1:
# C3H10NOS

A cluster of 2 separate species, C3H10NOS in total at a distorted geometry (wB97M-V/def2-TZVPD, the Open Molecules 2025 dataset).

Gap between HOMO and LUMO ... 6.7990 eV
Electronic energy ... -648.0943 Ha
Net charge ... +1
HOMO energy ... -11.5921 eV
Energy relative to the best compared isomer or geometry (same formula, charge and spin) ... 90.2 kcal per mole
F_max ... 3.06 eV/A
LUMO ... -4.8 eV
2S+1 ... 1

Last column: Löwdin charge in e.
Positions of all 16 atoms, in Å:
C -0.651 -1.258 -0.268  0.025
C -1.201 0.963 0.936  0.002
C -2.461 0.331 -0.901  0.197
N -1.516 -0.006 -0.091  -0.124
O 4.341 -0.221 -0.047  -0.353
S 2.555 0.085 -0.347  0.353
H -1.097 -2.048 -0.902  0.121
H 0.297 -1.044 -0.620  -0.034
H -0.342 -1.775 0.616  0.099
H -1.339 1.953 0.578  0.105
H -1.762 0.797 1.814  0.109
H -0.249 0.872 1.310  0.066
H -2.861 1.389 -0.869  0.155
H -2.758 -0.299 -1.680  0.104
H 4.731 0.514 -0.483  0.058
H 4.313 -0.254 0.955  0.117

=====

Entry 2:
# C22H24FN3O3

A structure of composition C22H24FN3O3 (wB97M-V/def2-TZVPD, the Open Molecules 2025 dataset).

Gap between HOMO and LUMO ... 8.8132 eV
Electronic energy ... -1342.6001 Ha
HOMO energy ... -8.4604 eV
Energy relative to the best compared isomer or geometry (same formula, charge and spin) ... 48.9 kcal per mole
F_max ... 0.24 eV/A
LUMO ... 0.4 eV
2S+1 ... 1

Last column: Löwdin charge in e.
Positions of all 53 atoms, in Å:
O 1.203 2.090 1.499  0.053
C 0.664 2.587 0.522  -0.485
C 1.087 2.349 -0.876  0.023
C 1.952 1.403 -1.245  -0.199
C 2.327 1.120 -2.676  -0.138
C 3.809 0.745 -2.582  -0.177
C 3.908 -0.045 -1.265  -0.167
C 2.762 0.475 -0.370  -0.113
N -0.449 3.391 0.652  0.074
C -1.250 3.259 1.857  -0.085
C -2.133 2.055 1.719  -0.411
C -2.933 1.327 2.813  0.017
C -3.002 0.253 1.686  -0.387
N -3.400 -1.111 1.953  0.162
C -2.503 -2.154 2.035  -0.415
O -2.494 -2.940 2.965  0.082
C -1.543 -2.290 0.923  -0.177
C -1.585 -1.868 -0.374  0.050
C -0.358 -2.283 -0.971  -0.090
C 0.220 -2.143 -2.235  -0.234
F -0.469 -1.485 -3.191  0.071
C 1.454 -2.662 -2.515  -0.029
C 2.164 -3.340 -1.505  -0.096
C 1.658 -3.492 -0.235  -0.019
C 0.389 -2.957 0.018  -0.191
N -0.353 -2.936 1.165  0.161
C -3.796 1.022 0.630  -0.101
O -3.137 2.296 0.702  -0.065
C -1.566 0.685 1.316  -0.022
H 0.614 2.957 -1.641  0.111
H 1.744 0.256 -3.017  0.108
H 2.114 1.952 -3.347  0.117
H 4.155 0.174 -3.444  0.105
H 4.414 1.652 -2.527  0.111
H 3.792 -1.113 -1.448  0.081
H 4.880 0.091 -0.792  0.104
H 3.104 0.978 0.530  0.110
H 2.118 -0.345 -0.032  0.116
H -0.982 3.534 -0.193  0.130
H -0.578 3.138 2.704  0.132
H -1.850 4.158 2.001  0.133
H -2.313 1.000 3.646  0.133
H -3.865 1.783 3.147  0.127
H -4.068 -1.181 2.710  0.151
H -2.394 -1.336 -0.844  0.119
H 1.870 -2.541 -3.506  0.120
H 3.141 -3.742 -1.739  0.107
H 2.218 -4.004 0.535  0.111
H -0.139 -3.381 2.041  0.167
H -3.695 0.590 -0.369  0.122
H -4.855 1.124 0.878  0.131
H -1.240 0.576 0.285  0.120
H -0.810 0.324 2.010  0.141

=====

Entry 3:
# C25H36F7N2O13S

A cluster of 3 separate species, C25H36F7N2O13S in total at a distorted geometry (wB97M-V/def2-TZVPD, the Open Molecules 2025 dataset).

Gap between HOMO and LUMO ... 7.1249 eV
Electronic energy ... -3158.5087 Ha
Net charge ... +1
HOMO energy ... -12.3557 eV
Energy relative to the best compared isomer or geometry (same formula, charge and spin) ... 211.3 kcal per mole
F_max ... 8.56 eV/A
LUMO ... -5.2 eV
2S+1 ... 1

Last column: Löwdin charge in e.
Positions of all 84 atoms, in Å:
C 3.802 -1.300 0.965  -0.055
C 2.677 -0.216 1.346  -0.310
O 3.388 1.041 1.631  -0.088
C 1.643 0.128 0.166  -0.077
O 1.792 -0.758 -1.026  -0.096
C 1.647 0.120 -2.156  -0.116
C 0.260 0.788 -2.365  0.122
C 0.116 1.734 -3.600  -0.001
C -1.325 2.380 -3.833  -0.328
O -1.432 3.208 -4.778  0.141
O -2.504 2.070 -3.074  -0.130
S -3.119 0.544 -3.450  0.858
O -4.310 0.785 -4.356  -0.239
O -2.163 -0.361 -4.168  -0.254
C -3.815 -0.152 -1.864  -0.294
F -5.215 0.174 -1.861  0.076
F -3.246 0.569 -0.782  0.056
C -3.733 -1.751 -1.723  -0.200
F -3.835 -2.456 -2.945  0.118
F -4.891 -2.139 -0.958  0.089
C -2.471 -2.255 -0.821  -0.282
F -2.549 -3.689 -0.824  0.095
F -2.606 -1.882 0.545  0.096
F -1.218 -1.925 -1.383  0.100
C 1.337 1.977 -4.527  0.119
C 2.660 1.224 -4.172  -0.057
C 3.894 1.489 -5.191  -0.089
C 4.958 2.437 -4.418  -0.184
N 4.743 2.812 -3.159  0.075
N 2.786 0.314 -3.034  0.050
C 4.062 -0.438 -2.733  -0.099
C 3.886 -1.922 -3.395  -0.118
C 4.692 -3.072 -2.603  -0.213
O 4.040 -4.347 -2.918  -0.101
H 4.254 -1.685 1.958  0.108
H 4.655 -0.754 0.427  0.082
H 3.410 -2.196 0.377  0.080
H 2.110 -0.457 2.323  0.161
H 4.337 0.858 1.805  0.092
H 0.537 0.051 0.467  0.136
H 1.831 1.217 -0.171  0.152
H -0.610 0.584 -1.637  0.122
H 1.204 2.669 -5.421  0.137
H 3.552 2.059 -6.125  0.129
H 4.401 0.521 -5.525  0.119
H 5.939 2.789 -4.905  0.131
H 5.573 3.389 -2.914  0.062
H 4.278 -0.519 -1.616  0.112
H 4.978 0.024 -3.229  0.124
H 2.750 -2.124 -3.465  0.129
H 4.350 -1.859 -4.446  0.119
H 5.780 -3.125 -2.984  0.144
H 4.615 -2.874 -1.479  0.105
H 3.185 -4.358 -2.426  0.097
C -4.425 -2.948 2.823  -0.067
C -3.032 -3.163 3.385  -0.219
O -2.798 -2.321 4.519  0.028
C -3.366 -2.727 5.667  -0.586
O -4.034 -3.720 5.820  0.126
O -3.083 -1.817 6.617  -0.001
C -3.712 -2.077 7.872  -0.043
H -4.594 -1.889 2.608  0.079
H -4.565 -3.524 1.905  0.076
H -5.192 -3.253 3.539  0.081
H -2.291 -2.887 2.631  0.100
H -2.856 -4.213 3.638  0.129
H -3.498 -3.089 8.221  0.098
H -4.789 -1.919 7.785  0.101
H -3.314 -1.369 8.599  0.095
C -3.169 3.152 1.332  -0.062
C -2.363 2.088 2.056  -0.216
O -0.996 2.491 2.205  0.015
C -0.759 3.388 3.178  -0.586
O -1.580 3.866 3.922  0.133
O 0.553 3.684 3.162  -0.006
C 0.927 4.706 4.087  -0.041
H -2.696 3.412 0.381  0.076
H -4.186 2.802 1.140  0.083
H -3.228 4.071 1.919  0.081
H -2.357 1.171 1.461  0.095
H -2.802 1.839 3.027  0.132
H 0.590 4.468 5.098  0.099
H 0.520 5.666 3.762  0.101
H 2.015 4.772 4.092  0.094

=====

Entry 4:
# C3H3OS2

A cluster of 2 separate species, C3H3OS2 in total at a distorted geometry (wB97M-V/def2-TZVPD, the Open Molecules 2025 dataset).

Gap between HOMO and LUMO (spin up / spin down) ... 5.5503 / 5.5510 eV
Electronic energy ... -987.6816 Ha
Net charge ... -1
HOMO energy (spin up / spin down) ... -2.1354 / -2.1360 eV
Energy relative to the best compared isomer or geometry (same formula, charge and spin) ... 65.1 kcal per mole
F_max ... 2.64 eV/A
LUMO (spin up / spin down) ... 3.4 / 3.4 eV
2S+1 ... 1

Last column: Löwdin charge in e.
Positions of all 9 atoms, in Å:
C 0.154 0.717 0.118  -0.835
C -2.005 -1.088 0.272  -0.882
C 1.508 0.258 -0.384  -0.282
O -1.727 -2.045 -0.380  -0.042
S -3.203 -0.124 0.762  0.534
S -0.111 2.179 0.775  0.367
H 2.207 0.894 -0.921  0.038
H 1.404 -0.668 -0.918  0.020
H 1.773 -0.123 0.675  0.083

=====

Entry 5:
# C36H56BClIN7O3

A cluster of 8 separate species, C36H56BClIN7O3 in total at a distorted geometry (wB97M-V/def2-TZVPD, the Open Molecules 2025 dataset).

Gap between HOMO and LUMO ... 8.0139 eV
Electronic energy ... -2797.0371 Ha
HOMO energy ... -9.4249 eV
SMILES string ... CCB(O)C1=CC(=O)C(Cl)=C(I)C1=O.CCCC#N.CCCC#N.CCCC#N.CCCC#N.CCCC#N.CCCC#N.CCCC#N
Energy relative to the best compared isomer or geometry (same formula, charge and spin) ... 13.4 kcal per mole
F_max ... 3.05 eV/A
LUMO ... -1.4 eV
2S+1 ... 1

Last column: Löwdin charge in e.
Positions of all 105 atoms, in Å:
C -3.545 2.775 -0.803  -0.143
C -2.630 3.259 0.348  -0.143
B -1.215 2.538 0.363  -0.429
O -0.867 1.614 -0.581  0.153
C -0.196 2.994 1.524  -0.014
C 0.246 4.261 1.457  0.055
C 1.166 4.766 2.530  -0.383
O 1.275 5.956 2.710  0.096
C 1.891 3.736 3.374  -0.639
Cl 3.301 4.316 4.196  0.691
C 1.439 2.479 3.438  -0.617
I 2.423 1.025 4.610  0.941
C 0.217 2.077 2.641  -0.382
O -0.414 1.076 2.897  0.079
H -4.040 1.849 -0.492  0.063
H -3.022 2.663 -1.757  0.062
H -4.352 3.511 -0.917  0.064
H -2.407 4.338 0.249  0.103
H -3.050 3.080 1.351  0.116
H -0.412 0.856 -0.193  0.094
H -0.071 4.897 0.630  0.129
C -2.794 0.894 -5.124  -0.127
C -3.415 -0.342 -4.491  -0.276
C -4.932 -0.223 -4.313  -0.190
C -5.303 0.810 -3.347  -0.208
N -5.591 1.618 -2.583  0.158
H -2.910 1.773 -4.483  0.066
H -1.726 0.738 -5.282  0.072
H -3.247 1.111 -6.084  0.022
H -2.937 -0.536 -3.529  0.093
H -3.209 -1.202 -5.127  0.092
H -5.328 -1.181 -3.968  0.118
H -5.406 -0.014 -5.275  0.095
C 3.344 -1.449 -1.908  -0.189
C 2.734 -0.180 -2.525  -0.244
C 1.291 0.064 -2.078  -0.211
C 0.373 -0.964 -2.569  -0.223
N -0.347 -1.771 -2.955  0.150
H 2.813 -2.328 -2.240  0.052
H 4.381 -1.534 -2.214  0.065
H 3.304 -1.393 -0.826  0.067
H 2.783 -0.243 -3.615  0.110
H 3.336 0.683 -2.228  0.090
H 0.959 1.035 -2.450  0.102
H 1.244 0.112 -0.989  0.104
C -1.869 -1.925 7.471  -0.107
C -1.629 -1.022 6.265  -0.255
C -1.005 -1.758 5.076  -0.185
C 0.351 -2.220 5.360  -0.238
N 1.422 -2.571 5.580  0.152
H -0.932 -2.312 7.873  0.049
H -2.364 -1.368 8.267  0.074
H -2.505 -2.771 7.205  0.075
H -0.994 -0.183 6.561  0.109
H -2.584 -0.600 5.946  0.109
H -0.970 -1.086 4.216  0.098
H -1.630 -2.607 4.789  0.123
C 2.572 7.274 -1.282  -0.102
C 3.906 6.578 -1.528  -0.259
C 3.794 5.386 -2.484  -0.187
C 3.000 4.297 -1.920  -0.209
N 2.378 3.441 -1.475  0.178
H 1.861 6.611 -0.786  0.062
H 2.713 8.145 -0.643  0.076
H 2.129 7.613 -2.221  0.077
H 4.327 6.254 -0.573  0.112
H 4.606 7.299 -1.955  0.108
H 4.794 5.009 -2.708  0.119
H 3.359 5.705 -3.433  0.122
C -7.501 0.471 -8.429  -0.106
C -6.473 1.421 -9.033  -0.261
C -5.215 0.704 -9.533  -0.184
C -4.448 0.107 -8.442  -0.185
N -3.844 -0.359 -7.582  0.187
H -7.113 -0.022 -7.536  0.065
H -8.398 1.020 -8.141  0.074
H -7.793 -0.298 -9.147  0.077
H -6.204 2.181 -8.296  0.112
H -6.931 1.944 -9.876  0.108
H -4.578 1.420 -10.056  0.119
H -5.484 -0.066 -10.258  0.121
C 2.889 -6.851 0.149  -0.110
C 3.788 -6.904 -1.082  -0.264
C 4.945 -5.902 -1.023  -0.184
C 4.482 -4.516 -1.065  -0.137
N 4.115 -3.426 -1.105  0.143
H 2.390 -5.884 0.237  0.074
H 2.117 -7.618 0.086  0.072
H 3.463 -7.025 1.061  0.076
H 3.187 -6.731 -1.977  0.112
H 4.205 -7.909 -1.169  0.106
H 5.611 -6.074 -1.871  0.118
H 5.536 -6.064 -0.120  0.120
C 3.655 -4.734 10.426  -0.114
C 3.236 -4.498 8.978  -0.263
C 3.052 -3.016 8.640  -0.200
C 1.931 -2.416 9.360  -0.234
N 1.048 -1.946 9.925  0.146
H 2.882 -4.405 11.123  0.072
H 3.827 -5.797 10.601  0.070
H 4.578 -4.200 10.659  0.074
H 2.314 -5.046 8.774  0.112
H 4.004 -4.910 8.320  0.107
H 2.872 -2.916 7.568  0.074
H 3.970 -2.467 8.860  0.120

=====

Entry 6:
# C6H13N3

An isolated molecule of C6H13N3 at a distorted geometry (wB97M-V/def2-TZVPD, the Open Molecules 2025 dataset).

Gap between HOMO and LUMO ... 8.5210 eV
Electronic energy ... -400.5585 Ha
HOMO energy ... -7.7681 eV
SMILES string ... C=C=N[C@@](C)(N)N(C)C
Energy relative to the best compared isomer or geometry (same formula, charge and spin) ... 84.4 kcal per mole
F_max ... 2.31 eV/A
LUMO ... 0.8 eV
2S+1 ... 1

Last column: Löwdin charge in e.
Positions of all 22 atoms, in Å:
C 1.584 -1.981 -1.322  0.001
C 1.106 -1.396 -0.245  -0.209
N 1.090 -1.016 0.928  0.141
C 0.422 0.279 0.931  -0.573
C -0.379 0.439 2.231  -0.032
N 1.326 1.385 0.834  0.102
N -0.468 0.180 -0.317  -0.218
C -1.794 -0.414 -0.203  -0.087
C -0.236 0.796 -1.611  -0.099
H 1.024 -1.999 -2.247  0.042
H 2.489 -2.570 -1.252  0.058
H -1.035 1.314 2.197  0.087
H -0.979 -0.448 2.441  0.069
H 0.318 0.555 3.066  0.087
H 1.669 1.513 -0.109  0.063
H 0.901 2.256 1.133  0.086
H -1.963 -0.965 0.722  0.075
H -1.952 -1.138 -1.006  0.085
H -2.563 0.364 -0.267  0.085
H -0.505 0.093 -2.405  0.082
H -0.864 1.686 -1.735  0.082
H 0.810 1.064 -1.763  0.074